Entry A
{"formula": "C6H14NS", "method": "wB97M-V/def2-TZVPD", "elements": ["C", "C", "C", "N", "H", "H", "H", "H", "H", "H", "C", "C", "C", "S", "H", "H", "H", "H", "H", "H", "H", "H"], "coordinates": [[-2.224, -0.671, -0.511], [-1.200, 0.171, -0.534], [-4.379, -0.897, -1.580], [-3.210, -0.376, -1.489], [-2.419, -1.588, -0.006], [-1.220, 1.058, -1.184], [-0.301, -0.069, -0.001], [-4.915, -0.462, -2.398], [-4.742, -1.554, -0.753], [-2.945, 0.283, -2.243], [2.589, 1.769, 1.705], [2.346, 0.872, 0.496], [2.129, -0.613, 0.789], [1.866, -1.485, -0.781], [2.758, 2.782, 1.390], [3.441, 1.411, 2.306], [1.746, 1.715, 2.465], [1.525, 1.172, -0.086], [3.237, 0.884, -0.173], [1.329, -0.757, 1.505], [3.060, -0.973, 1.300], [1.528, -2.672, -0.217]], "lumo_energy_ev": -5.38, "charge": 1, "spin_multiplicity": 1, "homo_lumo_gap_ev": 6.54}



Entry B
{"formula": "C6H14NS", "method": "wB97M-V/def2-TZVPD", "elements": ["C", "N", "C", "S", "C", "C", "C", "C", "H", "H", "H", "H", "H", "H", "H", "H", "H", "H", "H", "H", "H", "H"], "coordinates": [[0.946, 1.777, -0.037], [-0.029, 0.788, -0.470], [-1.369, 1.228, -0.064], [-2.599, -0.091, 0.190], [-1.307, -1.172, -0.417], [0.030, -0.630, 0.043], [0.206, -0.902, 1.537], [1.244, -1.328, -0.753], [1.003, 1.798, 1.109], [1.883, 1.651, -0.556], [0.607, 2.784, -0.359], [-0.059, 0.546, -1.537], [-1.255, 1.803, 0.791], [-1.935, 1.824, -0.794], [-1.137, -1.151, -1.523], [-1.331, -2.154, 0.056], [1.017, -0.397, 1.887], [0.004, -1.874, 1.917], [-0.571, -0.233, 2.020], [2.211, -0.957, -0.299], [1.268, -0.907, -1.826], [1.172, -2.403, -0.916]], "lumo_energy_ev": -3.21, "smiles": "C[N@@H+]1CSCC1(C)C", "charge": 1, "spin_multiplicity": 1, "homo_lumo_gap_ev": 9.85}



Which one is most stable, and which one is least stable? entry B is the most stable of them, while entry A is the least stable.



Entry A
{"formula": "C3H7IN", "method": "wB97M-V/def2-TZVPD", "elements": ["C", "C", "C", "N", "I", "H", "H", "H", "H", "H", "H", "H"], "coordinates": [[-1.429, -1.693, -0.237], [-0.864, -0.435, -0.009], [0.449, -0.017, 0.251], [0.925, 1.299, 0.700], [1.501, 0.982, -2.685], [-2.394, -2.018, 0.072], [-0.975, -2.499, -0.822], [-1.812, 0.173, 0.114], [1.192, -0.877, 0.358], [0.291, 2.054, 0.638], [1.468, 1.350, 1.540], [1.648, 1.680, 0.080]], "lumo_energy_ev": [-5.35, -6.72], "charge": 1, "spin_multiplicity": 1, "homo_lumo_gap_ev": [8.47, 6.17]}



Entry B
{"formula": "C3H7IN", "method": "wB97M-V/def2-TZVPD", "elements": ["C", "N", "C", "C", "I", "H", "H", "H", "H", "H", "H", "H"], "coordinates": [[-1.440, -0.230, 0.496], [-0.315, -0.053, -0.452], [0.838, 0.879, -0.163], [1.352, -0.473, -0.044], [2.437, -1.428, -1.552], [-2.319, -0.190, -0.021], [-1.474, -1.044, 1.123], [-1.540, 0.618, 1.293], [-0.515, -0.329, -1.346], [0.465, 1.461, 0.644], [1.045, 1.582, -0.979], [1.466, -0.794, 1.002]], "lumo_energy_ev": -4.21, "smiles": "C[N@H+]1C[C@@H]1I", "charge": 1, "spin_multiplicity": 1, "homo_lumo_gap_ev": 10.16}



Which one is most stable, and which one is least stable? entry B is the most stable of them, while entry A is the least stable.



Entry A
{"formula": "C24H20F9N2O13PS2W", "method": "wB97M-V/def2-TZVPD", "elements": ["W", "O", "C", "C", "C", "N", "C", "C", "C", "O", "O", "C", "O", "O", "H", "H", "H", "O", "C", "C", "C", "N", "C", "C", "C", "O", "O", "C", "O", "O", "H", "H", "H", "F", "C", "F", "F", "C", "O", "C", "F", "F", "F", "C", "F", "F", "F", "C", "C", "C", "O", "P", "S", "S", "O", "C", "C", "C", "H", "H", "H", "H", "H", "H", "H", "H", "H", "H", "H", "H", "H", "H"], "coordinates": [[-0.193, -0.127, -0.312], [2.912, 5.118, 0.959], [2.227, 3.952, 0.767], [1.018, 3.698, 1.398], [0.379, 2.505, 1.127], [0.893, 1.616, 0.288], [2.084, 1.828, -0.269], [2.788, 2.991, -0.070], [2.590, 0.614, -1.017], [3.679, 0.635, -1.558], [1.784, -0.398, -0.896], [-0.925, 2.051, 1.726], [-1.510, 2.743, 2.551], [-1.271, 0.909, 1.266], [2.392, 5.678, 1.544], [0.550, 4.387, 2.091], [3.747, 3.126, -0.548], [-3.883, -4.430, 2.323], [-3.069, -3.453, 1.823], [-1.780, -3.262, 2.288], [-1.015, -2.281, 1.690], [-1.482, -1.559, 0.682], [-2.751, -1.675, 0.296], [-3.588, -2.618, 0.835], [-3.146, -0.628, -0.724], [-4.283, -0.612, -1.172], [-2.189, 0.182, -0.985], [0.352, -1.841, 2.150], [0.855, -2.327, 3.154], [0.806, -0.896, 1.417], [-3.369, -4.955, 2.944], [-1.342, -3.841, 3.091], [-4.611, -2.686, 0.492], [-2.606, 2.226, -2.924], [-1.775, 1.527, -3.701], [-1.947, 2.005, -4.965], [-2.162, 0.262, -3.720], [-0.285, 1.682, -3.232], [0.047, 1.014, -2.143], [0.642, 1.230, -4.425], [0.202, 0.091, -4.984], [0.715, 2.149, -5.420], [1.881, 1.012, -4.006], [-0.025, 3.214, -2.980], [-0.498, 3.577, -1.786], [1.296, 3.475, -2.971], [-0.575, 4.043, -3.891], [2.370, -3.756, -3.359], [1.099, -4.419, -3.865], [0.470, -3.662, -5.022], [0.101, -4.661, -2.847], [-0.126, -3.811, -1.484], [1.175, -4.157, -0.088], [-0.427, -1.910, -2.112], [-1.517, -4.472, -1.011], [-2.675, -4.851, -1.778], [-3.087, -3.875, -2.864], [-2.481, -6.263, -2.310], [3.077, -3.697, -4.191], [2.816, -4.330, -2.548], [2.179, -2.746, -2.995], [1.346, -5.430, -4.206], [0.221, -2.644, -4.727], [-0.440, -4.164, -5.358], [1.175, -3.625, -5.857], [-3.466, -4.875, -1.023], [-2.316, -3.781, -3.628], [-3.296, -2.885, -2.465], [-4.000, -4.253, -3.335], [-1.723, -6.277, -3.093], [-3.425, -6.633, -2.718], [-2.161, -6.927, -1.506]], "lumo_energy_ev": [4.08, 4.08], "charge": -2, "spin_multiplicity": 1, "homo_lumo_gap_ev": [5.31, 5.31]}



Entry B
{"formula": "C24H20F9N2O13PS2W", "method": "wB97M-V/def2-TZVPD", "elements": ["W", "O", "C", "C", "C", "N", "C", "C", "C", "O", "O", "C", "O", "O", "H", "H", "H", "O", "C", "C", "C", "N", "C", "C", "C", "O", "O", "C", "O", "O", "H", "H", "H", "F", "C", "F", "F", "C", "O", "C", "F", "F", "F", "C", "F", "F", "F", "C", "C", "C", "O", "P", "S", "S", "O", "C", "C", "C", "H", "H", "H", "H", "H", "H", "H", "H", "H", "H", "H", "H", "H", "H"], "coordinates": [[-0.576, -0.447, 0.665], [-5.441, 2.842, -1.295], [-4.317, 2.146, -0.948], [-3.161, 2.793, -0.521], [-2.080, 2.015, -0.175], [-2.147, 0.691, -0.198], [-3.203, 0.069, -0.712], [-4.336, 0.760, -1.077], [-2.921, -1.399, -0.924], [-3.761, -2.141, -1.401], [-1.702, -1.683, -0.614], [-0.698, 2.512, 0.159], [-0.438, 3.702, 0.204], [0.145, 1.537, 0.313], [-5.254, 3.781, -1.198], [-3.068, 3.872, -0.484], [-5.187, 0.234, -1.485], [4.507, 0.105, 4.193], [3.346, -0.035, 3.482], [2.306, 0.881, 3.587], [1.177, 0.680, 2.824], [1.085, -0.343, 1.972], [2.035, -1.280, 1.948], [3.196, -1.159, 2.680], [1.596, -2.485, 1.164], [2.303, -3.473, 1.056], [0.393, -2.326, 0.717], [-0.132, 1.411, 3.000], [-0.228, 2.325, 3.802], [-1.077, 0.882, 2.297], [4.446, 0.915, 4.710], [2.322, 1.719, 4.274], [3.942, -1.940, 2.641], [-0.486, -3.764, 3.032], [-1.778, -3.659, 2.683], [-2.449, -4.552, 3.456], [-1.907, -4.052, 1.429], [-2.308, -2.193, 2.876], [-2.052, -1.409, 1.832], [-3.872, -2.258, 3.002], [-4.389, -3.044, 2.050], [-4.305, -2.739, 4.190], [-4.411, -1.047, 2.859], [-1.742, -1.648, 4.231], [-0.450, -1.322, 4.126], [-2.404, -0.559, 4.629], [-1.828, -2.550, 5.238], [1.130, -1.859, -4.677], [2.169, -0.758, -4.549], [3.418, -1.228, -3.821], [1.685, 0.447, -3.934], [0.491, 0.610, -2.845], [-1.294, 0.426, -3.598], [1.031, -0.624, -1.331], [0.688, 2.146, -2.489], [1.840, 2.906, -2.081], [2.901, 2.127, -1.325], [2.407, 3.579, -3.321], [1.577, -2.693, -5.225], [0.248, -1.508, -5.208], [0.814, -2.214, -3.695], [2.454, -0.431, -5.555], [3.166, -1.574, -2.819], [4.137, -0.411, -3.737], [3.883, -2.048, -4.374], [1.413, 3.654, -1.411], [3.357, 1.360, -1.952], [2.477, 1.655, -0.443], [3.673, 2.839, -1.018], [2.831, 2.832, -3.995], [3.189, 4.287, -3.033], [1.622, 4.117, -3.854]], "lumo_energy_ev": 4.03, "charge": -2, "spin_multiplicity": 1, "homo_lumo_gap_ev": 5.46}



Which one is most stable, and which one is least stable? entry B is the most stable of them, while entry A is the least stable.



Entry A
{"formula": "CH5O2PS", "method": "wB97M-V/def2-TZVPD", "elements": ["P", "S", "H", "H", "H", "O", "C", "O", "H", "H"], "coordinates": [[0.805, 1.553, 1.463], [2.743, 1.345, 1.634], [0.122, 1.893, 2.672], [0.254, 2.587, 0.686], [0.243, 0.171, 1.263], [0.085, -0.730, -0.785], [-0.469, -1.659, -1.307], [-1.524, -1.652, -2.100], [-0.067, -2.582, -1.448], [-2.190, -0.927, -2.078]], "lumo_energy_ev": 0.38, "smiles": "[PH3]=S.O=CO", "charge": 0, "spin_multiplicity": 1, "homo_lumo_gap_ev": 8.84}



Entry B
{"formula": "CH5O2PS", "method": "wB97M-V/def2-TZVPD", "elements": ["C", "O", "P", "O", "S", "H", "H", "H", "H", "H"], "coordinates": [[0.167, -1.565, 0.475], [-0.518, -0.305, -0.086], [0.216, 1.199, 0.289], [-1.073, 1.943, 0.804], [0.561, 1.838, -1.716], [1.088, -1.188, 0.799], [0.273, -2.213, -0.372], [-0.365, -2.113, 1.343], [-1.899, 1.624, 0.344], [1.550, 0.779, -1.880]], "lumo_energy_ev": 0.70, "smiles": "COP(O)S", "charge": 0, "spin_multiplicity": 1, "homo_lumo_gap_ev": 9.61}



Which one is most stable, and which one is least stable? entry B is the most stable of them, while entry A is the least stable.